one:
An isolated molecule of C2H5Cl3P2, computed with ωB97M-V/def2-TZVPD.

Positions of all 12 atoms, in Å:
1 C -0.176 -0.656 0.624
2 C -0.034 0.843 0.562
3 P 0.070 -1.412 -1.089
4 P 1.404 1.297 -0.570
5 Cl -1.675 -1.307 1.325
6 Cl 0.233 1.435 2.159
7 Cl -1.597 1.632 -0.088
8 H 0.626 -1.296 1.110
9 H 0.457 -2.784 -0.552
10 H -1.259 -1.722 -1.314
11 H 0.582 1.243 -1.787
12 H 1.370 2.727 -0.379

Output
LUMO level ... 0.501 eV
E_HOMO ... -9.49 eV



two:
A cluster of 2 separate species, C2H5Cl3P2 in total, computed with ωB97M-V/def2-TZVPD.

Positions of all 12 atoms, in Å:
1 C 0.701 0.732 0.793
2 C 1.695 -0.042 0.335
3 P -0.705 1.366 -0.257
4 P -1.144 -2.333 -0.837
5 Cl 0.894 1.502 2.337
6 Cl 3.005 -0.650 1.180
7 Cl 1.695 -0.357 -1.296
8 H -0.789 -1.143 -0.137
9 H -1.176 2.221 0.667
10 H -0.115 2.571 -0.629
11 H -1.661 -1.395 -2.021
12 H -2.399 -2.473 -0.135

Output
LUMO level ... 0.387 eV
E_HOMO ... -9.34 eV



If we sort the structures by their calculated energies, the order from most to least stable is one, two.